[1]
Molecular formula: C24H41BO15S4
Method: DFT, ωB97M-V with the def2-TZVPD basis set

The geometry in ORCA input format:
```
! wB97M-V def2-TZVPD RIJCOSX def2/J DEFGRID3
* xyz 0 1
C 5.571 -0.940 -0.912
C 4.086 -0.669 -0.971
O 3.854 0.702 -0.572
B 2.692 1.300 -0.875
O 1.669 0.621 -1.506
C 2.523 2.820 -0.465
C 3.155 3.414 0.551
C 2.866 4.848 0.835
O 3.720 5.645 1.140
C 1.433 5.253 0.635
C 0.865 6.247 1.599
O 1.323 6.021 2.925
O 1.019 4.669 3.267
C 0.792 4.677 -0.381
C -0.632 4.839 -0.817
C -1.262 3.440 -0.912
C -2.794 3.440 -0.916
S -3.393 1.865 -0.407
O -2.662 0.860 -1.123
O -4.815 1.836 -0.467
O -2.896 1.809 1.099
C 1.578 3.696 -1.208
O 1.441 3.650 -2.412
H 5.913 -0.943 0.121
H 5.792 -1.890 -1.389
H 6.086 -0.127 -1.425
H 3.718 -0.810 -1.987
H 3.538 -1.324 -0.297
H 0.790 0.843 -1.186
H 3.868 2.892 1.178
H 1.201 7.260 1.372
H -0.229 6.215 1.596
H 0.063 4.691 3.431
H -0.629 5.295 -1.811
H -1.210 5.492 -0.163
H -0.884 2.811 -0.105
H -0.948 2.993 -1.852
H -3.180 3.535 -1.929
H -3.202 4.205 -0.257
H -2.857 0.870 1.351
O 7.179 -3.837 1.061
S 5.792 -4.225 1.043
O 4.819 -3.398 0.376
C 5.670 -5.911 0.454
C 5.789 -6.758 1.717
C 4.922 -6.060 2.775
C 5.260 -4.565 2.730
H 6.458 -6.082 -0.275
H 4.693 -6.021 -0.015
H 5.465 -7.782 1.539
H 6.829 -6.786 2.048
H 3.867 -6.208 2.536
H 5.093 -6.467 3.770
H 4.409 -3.928 2.952
H 6.093 -4.312 3.383
O -0.780 -3.565 -5.781
S -0.191 -3.149 -4.532
O 0.883 -3.911 -3.948
C 0.278 -1.425 -4.663
C -0.967 -0.664 -4.219
C -1.499 -1.407 -2.987
C -1.502 -2.903 -3.323
H 0.585 -1.225 -5.686
H 1.111 -1.262 -3.980
H -0.733 0.376 -3.993
H -1.715 -0.678 -5.015
H -0.838 -1.219 -2.139
H -2.491 -1.066 -2.705
H -1.292 -3.534 -2.463
H -2.433 -3.216 -3.791
O -5.436 -1.650 2.090
S -6.256 -1.013 3.091
O -6.065 -1.312 4.487
C -6.191 0.754 2.829
C -7.328 1.035 1.853
C -8.517 0.200 2.351
C -7.990 -1.210 2.647
H -5.209 1.015 2.442
H -6.356 1.235 3.793
H -7.562 2.097 1.816
H -7.039 0.722 0.848
H -8.922 0.644 3.262
H -9.320 0.166 1.617
H -8.498 -1.693 3.478
H -8.024 -1.852 1.769
*
```

Properties
E = -3685.2373 Eh
frontier orbital gap = 8.864 eV

---

[2]
Molecular formula: C24H41Br6InO13
Method: DFT, ωB97M-V with the def2-TZVPD basis set

The geometry in ORCA input format:
```
! wB97M-V def2-TZVPD RIJCOSX def2/J DEFGRID3
* xyz 2 1
In 21.870 -21.467 -15.454
C 21.224 -19.805 -20.449
C 21.427 -19.247 -19.054
O 21.865 -20.045 -18.090
H 22.141 -20.304 -20.774
H 20.945 -19.045 -21.177
H 20.429 -20.555 -20.492
H 20.447 -18.843 -18.687
H 22.098 -18.358 -19.059
Br 25.005 -22.124 -20.117
C 23.340 -22.477 -19.057
C 23.229 -23.959 -18.851
Br 23.135 -24.834 -20.640
H 22.515 -22.019 -19.592
H 23.511 -21.982 -18.106
H 22.353 -24.285 -18.288
H 24.023 -24.465 -18.305
Br 24.391 -16.817 -16.116
C 23.499 -17.794 -17.560
C 23.372 -19.268 -17.247
Br 25.130 -20.119 -17.139
H 24.066 -17.630 -18.476
H 22.544 -17.342 -17.830
H 22.770 -19.826 -17.965
H 22.787 -19.385 -16.330
Br 19.599 -17.349 -25.642
C 19.187 -17.734 -23.764
C 18.096 -18.779 -23.745
Br 17.653 -19.138 -21.872
H 18.846 -16.809 -23.296
H 20.053 -17.981 -23.148
H 18.490 -19.704 -24.159
H 17.226 -18.433 -24.292
C 22.285 -16.541 -21.145
C 21.893 -15.151 -20.609
C 20.411 -14.770 -20.638
O 20.106 -14.478 -19.278
C 21.201 -14.607 -18.504
O 21.255 -14.310 -17.352
O 22.218 -15.070 -19.230
H 23.345 -16.768 -21.209
H 21.828 -16.660 -22.128
H 21.813 -17.216 -20.424
H 22.461 -14.363 -21.109
H 19.805 -15.632 -20.939
H 20.209 -13.951 -21.322
C 17.862 -22.839 -21.026
C 19.094 -23.640 -20.570
C 20.392 -23.329 -21.280
O 21.350 -23.188 -20.205
C 20.702 -23.159 -19.043
O 21.225 -23.083 -17.962
O 19.383 -23.245 -19.219
H 18.053 -21.772 -20.964
H 17.093 -23.160 -20.320
H 17.437 -23.144 -21.980
H 18.829 -24.698 -20.519
H 20.285 -22.363 -21.773
H 20.684 -24.115 -21.969
C 19.663 -15.770 -18.029
C 18.698 -16.146 -16.916
C 17.555 -17.045 -17.352
O 18.160 -18.358 -17.256
C 19.163 -18.292 -16.386
O 19.703 -19.250 -15.884
O 19.334 -17.036 -15.976
H 19.209 -14.911 -18.530
H 19.741 -16.539 -18.805
H 20.656 -15.455 -17.716
H 18.421 -15.256 -16.355
H 17.384 -16.886 -18.419
H 16.607 -16.994 -16.825
C 23.143 -18.436 -24.613
C 22.688 -19.829 -24.186
C 22.704 -20.201 -22.713
O 21.582 -21.043 -22.565
C 20.793 -20.945 -23.675
O 19.721 -21.455 -23.764
O 21.328 -20.089 -24.534
H 24.219 -18.386 -24.769
H 22.888 -17.664 -23.886
H 22.620 -18.208 -25.540
H 23.295 -20.553 -24.738
H 22.631 -19.327 -22.050
H 23.619 -20.680 -22.368
*
```

Properties
E = -17550.2787 Eh
frontier orbital gap = 3.736 eV

---

[3]
Molecular formula: C24H41F3N5OPTa
Method: DFT, ωB97M-V with the def2-TZVPD basis set

The geometry in ORCA input format:
```
! wB97M-V def2-TZVPD RIJCOSX def2/J DEFGRID3
* xyz 3 1
Ta -0.380 -1.962 -0.377
O 1.901 -2.720 -0.608
C 2.735 -2.590 0.594
C 2.734 -3.860 1.410
C 1.340 -4.465 1.504
C 0.425 -3.726 2.407
C 0.347 -4.024 3.758
C -0.590 -3.392 4.558
C -1.468 -2.476 3.982
C -1.335 -2.198 2.648
N -0.389 -2.789 1.871
H 2.288 -3.397 -1.186
H 2.306 -1.746 1.141
H 3.748 -2.324 0.298
H 3.139 -3.622 2.396
H 3.394 -4.606 0.964
H 1.440 -5.488 1.866
H 0.886 -4.536 0.515
H 1.005 -4.778 4.168
H -0.652 -3.626 5.613
H -2.248 -1.998 4.558
H -2.007 -1.496 2.162
N -0.244 -0.206 -0.600
P -0.311 1.499 -0.802
N -1.703 1.914 -1.501
C -2.937 1.135 -1.252
C -3.227 0.173 -2.406
C -3.259 0.922 -3.738
C -1.964 1.705 -3.950
C -1.744 2.659 -2.785
N -0.221 2.249 0.632
C -1.397 2.812 1.334
C -1.941 1.846 2.381
C -0.837 1.438 3.357
C 0.371 0.867 2.614
C 0.864 1.854 1.559
N 0.942 1.957 -1.698
C 1.696 1.017 -2.555
C 3.095 0.803 -1.985
C 3.818 2.147 -1.883
C 3.032 3.142 -1.028
C 1.601 3.280 -1.540
H -3.767 1.839 -1.169
H -2.837 0.601 -0.303
H -4.183 -0.319 -2.218
H -2.434 -0.589 -2.441
H -4.114 1.603 -3.760
H -3.404 0.215 -4.555
H -2.010 2.279 -4.875
H -1.114 1.015 -4.007
H -2.577 3.364 -2.730
H -0.826 3.226 -2.907
H -2.155 3.073 0.601
H -1.069 3.730 1.826
H -2.346 0.958 1.877
H -2.755 2.332 2.920
H -1.220 0.711 4.074
H -0.518 2.311 3.932
H 0.100 -0.070 2.111
H 1.181 0.663 3.317
H 1.680 1.422 0.977
H 1.221 2.759 2.055
H 1.785 1.453 -3.553
H 1.148 0.076 -2.621
H 3.649 0.132 -2.644
H 3.006 0.333 -0.996
H 3.968 2.556 -2.885
H 4.806 2.000 -1.447
H 3.502 4.125 -1.073
H 3.025 2.821 0.015
H 1.634 3.755 -2.524
H 1.004 3.899 -0.875
F -1.147 -4.201 -0.880
C -2.015 -3.122 -1.133
F -2.517 -3.212 -2.321
F -2.955 -3.133 -0.187
*
```

Properties
E = -1985.1581 Eh
frontier orbital gap = 5.387 eV
energy above the lowest of the compared OMol25 structures with the same formula, charge and spin = 49.5 kcal/mol